1.
C4H4OS3 | ωB97M-V/def2-TZVPD

ORCA input file:
```
! RIJCOSX wB97M-V def2-TZVPD def2/J DEFGRID3
* xyz 0 1
S -3.41030 0.68631 -0.61226
C -1.64073 0.31433 -0.49119
C -0.96652 -0.14977 0.72725
O -0.27387 -1.36983 0.80842
C 0.55190 -0.18591 0.97460
C 1.56136 0.23310 -0.10070
S 2.15598 1.72438 -0.05968
S 1.51011 -0.96891 -1.20040
H -1.13006 0.40945 -1.63973
H -1.74141 -0.13970 1.49645
H 1.00073 -0.35044 2.05819
H 2.38281 -0.20304 -1.96094
*
```

As for the SMILES: S=C[C@H]1O[C@H]1C(=S)S. The largest force on an atom comes out at 6.31 eV Å⁻¹. The value obtained for the gap between HOMO and LUMO is 7.7 eV. Its total energy is -38761.363 eV.

2.
C4H4OTm | ωB97M-V/def2-TZVPD

ORCA input file:
```
! RIJCOSX wB97M-V def2-TZVPD def2/J DEFGRID3
* xyz 1 3
O -1.02368 1.07081 -0.51452
C -0.02429 0.31977 -0.16350
C 0.17324 -0.95866 -0.58710
C 1.15930 -1.79977 0.00254
C 1.96585 -2.51078 0.57283
H 0.67840 0.73407 0.57922
H -0.47720 -1.37645 -1.36055
H 2.64570 -3.19400 1.04852
Tm -2.27526 3.05611 -0.22786
H -2.82205 4.65890 0.65042
*
```

Its expectation value of S² is 2.0341. The largest force on an atom comes out at 3.92 eV Å⁻¹. The value obtained for the gap between HOMO and LUMO (spin up / spin down) is 7.8 / 4.7 eV. Its total energy is -35777.678 eV.

3.
C4H4OY | ωB97M-V/def2-TZVPD

ORCA input file:
```
! RIJCOSX wB97M-V def2-TZVPD def2/J DEFGRID3
* xyz 2 2
O 1.11116 -0.61141 0.80535
C 0.24651 -1.44102 0.37555
C -0.95968 -0.93037 -0.24825
C -2.06131 -0.01547 0.24879
C -1.01354 0.51856 -0.62307
H -1.22731 -2.11062 -0.28366
H 0.57239 -2.47758 0.17367
H -2.09232 0.24456 1.31614
H -3.05257 -0.25233 -0.16139
Y 1.06940 1.39477 -0.06546
*
```

Its expectation value of S² is 0.7585. The largest force on an atom comes out at 6.35 eV Å⁻¹. The value obtained for the gap between HOMO and LUMO (spin up / spin down) is 6.6 / 8.2 eV. Its total energy is -7279.374 eV.

4.
C4H4P4 | ωB97M-V/def2-TZVPD

ORCA input file:
```
! RIJCOSX wB97M-V def2-TZVPD def2/J DEFGRID3
* xyz 0 1
C 0.78990 0.24190 -1.04281
P 1.51316 -1.10518 -0.16457
P 0.56445 -1.01771 1.91611
C -0.27589 0.52936 1.85489
P -1.65515 0.83307 0.98683
P -1.64273 -0.94138 -0.28265
C -0.21860 -1.72637 0.45000
C -0.56092 0.44024 -0.95477
H 1.38782 1.01341 -1.54376
H -0.03988 1.11020 2.76958
H -0.43073 -2.94671 0.46099
H -1.12596 1.28566 -1.32286
*
```

As for the SMILES: C1=P2=P3=CP4#P([C@@H]23)[C@H]14. The largest force on an atom comes out at 4.31 eV Å⁻¹. The value obtained for the gap between HOMO and LUMO is 8.0 eV. Its total energy is -41365.343 eV.

5.
C4H4S | ωB97M-V/def2-TZVPD

ORCA input file:
```
! RIJCOSX wB97M-V def2-TZVPD def2/J DEFGRID3
* xyz 0 1
C 0.92441 -0.51302 1.30139
C -0.21384 0.40746 -1.08328
C -1.81450 0.51165 -1.26497
C -0.04341 -0.14409 0.37982
S -1.90533 -0.09312 0.38741
H 1.96883 -0.47088 1.05614
H 0.63041 -0.85005 2.27650
H 0.21228 -0.24384 -1.84915
H 0.24116 1.39589 -1.20384
*
```

The largest force on an atom comes out at 4.11 eV Å⁻¹. The value obtained for the gap between HOMO and LUMO is 9.5 eV. Its total energy is -15043.527 eV.

6.
C4H4S | ωB97M-V/def2-TZVPD

ORCA input file:
```
! RIJCOSX wB97M-V def2-TZVPD def2/J DEFGRID3
* xyz 0 1
C 0.30674 -0.61497 -0.73082
C 0.42523 0.69224 -0.63281
C -0.75022 0.73783 0.43758
S -2.25849 -0.01631 -0.26372
C -0.70430 -0.73095 0.40241
H 0.86145 -1.51679 -0.97358
H 0.78838 1.50201 -1.18643
H -0.76002 1.22964 1.52415
H -0.71406 -1.31788 1.28765
*
```

As for the SMILES: C1=C[C@H]2S[C@@H]12. The largest force on an atom comes out at 3.63 eV Å⁻¹. The value obtained for the gap between HOMO and LUMO is 9.5 eV. Its total energy is -15044.403 eV.

7.
C4H4S | ωB97M-V/def2-TZVPD

ORCA input file:
```
! RIJCOSX wB97M-V def2-TZVPD def2/J DEFGRID3
* xyz 0 1
C 0.28728 0.60404 -0.38127
C 1.31697 -0.03270 -0.37517
C 2.50883 -0.58682 0.08337
C 3.61872 -1.01010 0.36749
H -0.41253 1.16919 -0.81355
H 4.45689 -1.49443 0.61952
S -3.20234 0.36632 0.10111
H -4.34483 -0.37822 -0.02560
H -4.22900 1.36271 0.42410
*
```

As for the SMILES: C#CC#C.S. The largest force on an atom comes out at 5.18 eV Å⁻¹. The value obtained for the gap between HOMO and LUMO is 10.4 eV. Its total energy is -15043.183 eV.

8.
C4H4S2 | ωB97M-V/def2-TZVPD

ORCA input file:
```
! RIJCOSX wB97M-V def2-TZVPD def2/J DEFGRID3
* xyz 0 1
C 0.14469 -2.32163 -0.04508
C 0.60493 -1.18372 0.03496
C 1.38761 -0.00780 -0.03714
S 3.00960 -0.26193 -0.00551
S 0.75602 1.52975 -0.04768
C -1.17805 1.35622 -0.00841
H -0.18419 -3.16284 0.33714
H -1.77148 2.22092 0.27158
H -1.47183 0.49494 0.61690
H -1.29730 1.33609 -1.11676
*
```

As for the SMILES: C#CC(=S)SC. The largest force on an atom comes out at 6.66 eV Å⁻¹. The value obtained for the gap between HOMO and LUMO is 7.8 eV. Its total energy is -25879.798 eV.

9.
C4H5AlO | ωB97M-V/def2-TZVPD

ORCA input file:
```
! RIJCOSX wB97M-V def2-TZVPD def2/J DEFGRID3
* xyz 3 2
C 1.23457 0.51493 1.89335
C 0.65270 0.37995 0.71617
C -0.50863 0.31066 0.00326
C -0.37705 -0.82806 -0.97586
O -0.91165 -0.32952 -2.08415
Al -2.11709 0.22910 -2.75104
H 2.31947 0.42224 1.98869
H 0.64743 0.73989 2.78811
H -1.00102 1.21794 -0.35301
H 0.89161 -0.89789 -0.61491
H -0.83034 -1.75926 -0.61062
*
```

Its expectation value of S² is 0.9531. The largest force on an atom comes out at 8.36 eV Å⁻¹. The value obtained for the gap between HOMO and LUMO (spin up / spin down) is 4.0 / 4.1 eV. Its total energy is -12827.593 eV.

10.
C4H5AuLiO2 | ωB97M-V/def2-TZVPD

ORCA input file:
```
! RIJCOSX wB97M-V def2-TZVPD def2/J DEFGRID3
* xyz 3 3
H 1.29678 -0.81423 0.55298
C 0.35848 0.45893 -0.13217
C -0.94841 1.15180 0.09678
C -1.95754 0.01238 -0.06997
C -1.22102 -1.15226 -0.64572
O -0.03824 -0.68001 -0.98455
O 1.48090 0.93292 -0.45504
Au 2.90849 0.11569 -0.19370
Li 0.56179 -2.81264 -0.08660
H -1.03893 1.94955 -0.65267
H -0.96097 1.61266 1.09267
H -2.81314 0.20302 -0.73573
H -2.40640 -0.30989 0.88501
*
```

Its expectation value of S² is 2.0107. The largest force on an atom comes out at 14.43 eV Å⁻¹. The value obtained for the gap between HOMO and LUMO (spin up / spin down) is 7.3 / 7.6 eV. Its total energy is -12176.366 eV.

11.
C4H5BF4O5S3SbTi | ωB97M-V/def2-TZVPD

ORCA input file:
```
! RIJCOSX wB97M-V def2-TZVPD def2/J DEFGRID3
* xyz -1 1
Ti -0.50936 0.86202 0.16843
O 1.78478 -2.57285 -1.13472
C 1.27132 -1.37473 -0.91115
O 0.64107 -1.09868 0.08485
C 1.51951 -0.39373 -2.02683
O 1.09536 0.89793 -1.65266
C 2.12731 1.77734 -1.18427
C 2.26548 1.73224 0.33753
O 3.32052 2.01758 0.85535
O 1.16565 1.40561 0.94863
H 1.42809 -3.17376 -0.46155
H 0.91542 -0.72136 -2.87509
H 2.57461 -0.41422 -2.30756
H 1.81350 2.78531 -1.45754
H 3.07798 1.54609 -1.66322
S -1.36969 4.06263 3.13058
Sb -2.56305 2.82392 1.70053
S -1.31213 2.80116 -0.50980
S -1.74214 0.40514 1.91078
F -1.42565 -0.20647 -1.31259
B -1.79643 -1.42472 -2.14727
F -1.24172 -2.51624 -1.49462
F -1.18393 -1.21109 -3.37380
F -3.15557 -1.46096 -2.21449
*
```

The largest force on an atom comes out at 0.08 eV Å⁻¹. The value obtained for the gap between HOMO and LUMO is 7.2 eV. Its total energy is -88185.989 eV.

12.
C4H5BO6 | ωB97M-V/def2-TZVPD

ORCA input file:
```
! RIJCOSX wB97M-V def2-TZVPD def2/J DEFGRID3
* xyz -2 1
B 1.35517 0.46657 0.75936
C 1.44972 -1.31014 -1.34263
C -2.73875 0.06715 0.98853
C -0.39561 0.44018 -1.12440
C 0.65502 -0.08717 -0.50231
O 0.77625 -2.12077 -1.93318
O -3.85402 0.42512 0.45687
O 2.69630 -1.17212 -1.30038
O -1.88745 0.56175 1.71915
O 2.70433 0.59537 0.72300
O 0.72745 0.87923 1.87175
H -2.57135 -1.15214 0.69053
H -0.83271 0.12350 -2.10897
H -0.90782 1.43632 -0.83377
H 3.04403 -0.03128 0.01953
H -0.22056 0.87846 1.91693
*
```

The largest force on an atom comes out at 4.85 eV Å⁻¹. The value obtained for the gap between HOMO and LUMO is 7.6 eV. Its total energy is -17193.530 eV.